An isolated ion of composition C3H2NS3 and charge -1 at a distorted geometry, computed with the ωB97M-V functional and the def2-TZVPD basis.

Cartesian coordinates (Å):
C1 0.4242 -0.5634 1.0301
C2 -0.3522 0.4516 0.3346
C3 -0.9158 0.2772 -0.8538
N1 0.5803 -1.7489 0.6225
S1 -0.7934 1.9257 1.1740
S2 0.1096 1.6069 -3.1353
S3 -1.4168 0.6033 -2.3193
H1 1.1078 -0.2350 1.8159
H2 1.2562 -2.3174 1.3313

Cartesian forces (eV/Å) of the 2 atoms listed first:
2.20 -0.18 0.15
-1.38 0.84 0.12

The value obtained for the calculated total energy is -1364.802985 Eh. The spin multiplicity is 1. For the energy above the lowest of the compared OMol25 structures with the same formula, charge and spin, the calculation gives 228.1 kJ/mol. Its charge is -1. Its gap between HOMO and LUMO is 6.9 eV. The LUMO energy is 3.224 eV. For the max |F|, the calculation gives 3.364 eV/Å.